1.
The molecule C18H26N2O3, computed with the ωB97M-V functional and the def2-TZVPD basis.

Geometry as XYZ:
```
49
C18H26N2O3 | the Open Molecules 2025 dataset | the ωB97M-V functional and the def2-TZVPD basis
C 4.6249 1.0038 3.7071
C 3.3851 1.1678 2.8486
O 2.8686 -0.1242 2.5592
C 1.6559 -0.1689 1.9660
O 1.0444 0.8362 1.6588
C 1.2009 -1.5475 1.8113
C 2.0110 -2.5361 2.3996
N 2.6638 -3.3675 2.8504
C -0.0212 -1.9362 1.2951
C -0.9787 -1.1531 0.6360
C -0.7965 -0.0194 -0.1365
N 0.3228 0.2757 -0.8083
C 1.3830 -0.6639 -1.0741
C 2.1496 -0.0365 -2.2339
C 2.0402 1.4484 -1.9018
C 0.5975 1.5663 -1.4168
C -2.0191 0.8302 -0.3180
C -3.2443 0.0007 -0.7958
C -4.5229 0.6663 -0.2611
C -3.3213 -0.0678 -2.3329
C -2.1327 -0.7712 -2.9762
O -3.1845 -1.3427 -0.3429
C -2.4307 -1.5383 0.8279
H 5.3667 0.4106 3.1794
H 5.0430 1.9791 3.9398
H 4.3707 0.4920 4.6311
H 3.6212 1.6777 1.9052
H 2.6147 1.7537 3.3640
H -0.3238 -2.9506 1.5390
H 0.9621 -1.6486 -1.2951
H 2.0477 -0.7794 -0.2051
H 1.6542 -0.2522 -3.1821
H 3.1770 -0.3883 -2.2877
H 2.7268 1.6994 -1.0936
H 2.2445 2.0959 -2.7518
H -0.0686 1.7469 -2.2703
H 0.4640 2.3629 -0.6829
H -2.2606 1.2673 0.6545
H -1.8590 1.6459 -1.0174
H -5.3950 0.1244 -0.6172
H -4.5836 1.6982 -0.5965
H -4.5317 0.6489 0.8263
H -3.4265 0.9436 -2.7301
H -4.2265 -0.6243 -2.5806
H -1.9765 -1.7344 -2.4978
H -2.3277 -0.9366 -4.0335
H -1.2242 -0.1839 -2.8858
H -2.5194 -2.6020 1.0598
H -2.8654 -0.9685 1.6665
```

## Properties
* E_LUMO: 0.0763 eV
* frontier orbital gap: 7.9 eV
* E_HOMO: -7.778 eV
* ΔE to the lowest compared entry with this formula, charge and spin: 2.784 eV
* DFT total energy: -28210.0223 eV

Mulliken population analysis, charges in e, atoms 1 to 8: atom 1 (C): -1.286, atom 2 (C): -0.103, atom 3 (O): -0.317, atom 4 (C): 1.172, atom 5 (O): -0.617, atom 6 (C): 0.491, atom 7 (C): -0.285, atom 8 (N): -0.647



2.
The molecule C18H26N2O5, computed with the ωB97M-V functional and the def2-TZVPD basis.

Geometry as XYZ:
```
51
C18H26N2O5 | the Open Molecules 2025 dataset | the ωB97M-V functional and the def2-TZVPD basis
C -2.2874 -2.6653 -1.0839
C -2.5754 -2.3481 0.3730
O -3.9507 -1.9634 0.4985
C -4.2575 -0.8752 1.1838
O -3.4742 -0.2122 1.8208
C -5.7445 -0.5941 1.0782
C -6.0766 0.8935 1.1774
C -5.5590 1.7005 -0.0175
N -4.1283 1.8968 0.0241
C -3.2696 1.2485 -0.7967
O -3.6263 0.5930 -1.7525
C -1.8126 1.4624 -0.4106
C -0.8631 0.8778 -1.4565
N 0.5085 0.9061 -1.0106
C 1.1974 -0.2116 -0.6778
O 0.7317 -1.3312 -0.7912
C 2.5859 0.0285 -0.1945
C 2.9616 1.1584 0.5299
C 4.2612 1.3112 0.9585
C 5.2298 0.3447 0.6711
O 6.4714 0.6102 1.1502
C 7.5477 -0.2575 0.8516
C 8.0708 -0.0743 -0.5701
C 4.8537 -0.7937 -0.0374
C 3.5440 -0.9453 -0.4500
H -2.6832 -1.8682 -1.7101
H -1.2128 -2.7350 -1.2252
H -2.7584 -3.6001 -1.3752
H -2.4133 -3.2208 1.0131
H -1.9445 -1.5289 0.7279
H -6.2305 -1.1322 1.8962
H -6.1010 -1.0131 0.1372
H -7.1601 1.0093 1.2316
H -5.6424 1.2955 2.0956
H -5.7785 1.1853 -0.9556
H -6.0440 2.6831 -0.0295
H -3.7607 2.2747 0.8841
H -1.6300 2.5319 -0.2782
H -1.6526 0.9674 0.5510
H -1.1168 -0.1675 -1.6378
H -0.9615 1.4293 -2.3964
H 0.9527 1.8047 -0.9171
H 2.2337 1.9124 0.7939
H 4.5611 2.1760 1.5294
H 8.3239 0.0194 1.5705
H 7.2662 -1.3015 1.0343
H 8.9280 -0.7221 -0.7312
H 8.3750 0.9586 -0.7198
H 7.3032 -0.3151 -1.3016
H 5.5645 -1.5718 -0.2662
H 3.2437 -1.8312 -0.9888
```

## Properties
* E_LUMO: 0.7336 eV
* frontier orbital gap: 9.4 eV
* E_HOMO: -8.638 eV
* ΔE to the lowest compared entry with this formula, charge and spin: 0.412 eV
* DFT total energy: -32307.2380 eV

Mulliken population analysis, charges in e, atoms 1 to 8: atom 1 (C): -1.052, atom 2 (C): -0.099, atom 3 (O): -0.370, atom 4 (C): 0.630, atom 5 (O): -0.622, atom 6 (C): -0.560, atom 7 (C): -0.593, atom 8 (C): -0.739



3.
C18H26N3OP2Rh as an isolated structure, computed with the ωB97M-V functional and the def2-TZVPD basis.

Geometry as XYZ:
```
51
C18H26N3OP2Rh | the Open Molecules 2025 dataset | the ωB97M-V functional and the def2-TZVPD basis
Rh -0.2899 0.0433 -0.0679
O 3.7282 -0.4945 -1.0615
C 2.5314 -0.3640 -1.1127
N 1.7297 -0.3562 0.0380
C 2.4711 -0.1630 1.2666
C 1.5223 -0.0027 2.4196
C 1.9444 -0.0073 3.7424
C 1.0105 0.1473 4.7468
C -0.3322 0.3031 4.4096
C -0.6732 0.3086 3.0779
N 0.2366 0.1605 2.1002
C 1.7733 -0.2157 -2.3906
C 2.4066 -0.3047 -3.6139
C 1.6498 -0.1416 -4.7639
C 0.2916 0.1105 -4.6380
C -0.2589 0.1908 -3.3705
N 0.4638 0.0291 -2.2609
H 3.1449 0.6983 1.2010
H 3.1208 -1.0317 1.4173
H 2.9944 -0.1381 3.9684
H 1.3179 0.1433 5.7838
H -1.0942 0.4244 5.1661
H -1.7018 0.4345 2.7633
H 3.4709 -0.4952 -3.6407
H 2.1090 -0.2047 -5.7409
H -0.3366 0.2507 -5.5064
H -1.3153 0.3954 -3.2404
C -2.1563 -2.9210 1.0475
P -2.0000 -1.7406 -0.3065
C -2.0982 -2.6863 -1.8371
C -3.4846 -0.6576 -0.2070
C -3.3838 0.6833 -0.9472
P -2.0409 1.7834 -0.3283
C -1.8132 3.0835 -1.5604
C -2.7221 2.5993 1.1344
H -3.0964 -3.4690 0.9549
H -2.1366 -2.4060 2.0076
H -1.3275 -3.6274 1.0141
H -3.0478 -3.2241 -1.8735
H -1.2787 -3.4050 -1.8618
H -2.0154 -2.0441 -2.7124
H -3.6801 -0.5014 0.8585
H -4.3431 -1.2229 -0.5822
H -4.3365 1.2148 -0.8686
H -3.2211 0.5271 -2.0172
H -2.7718 3.5366 -1.8205
H -1.3432 2.6882 -2.4589
H -1.1659 3.8535 -1.1403
H -3.5575 3.2400 0.8454
H -1.9570 3.2087 1.6147
H -3.0824 1.8660 1.8543
```

## Properties
* E_LUMO (spin up / spin down): -5.8560 / -8.7255 eV
* charge: +2
* ⟨S²⟩: 6.02
* frontier orbital gap (spin up / spin down): 8.3 / 6.6 eV
* E_HOMO (spin up / spin down): -14.143 / -15.279 eV
* multiplicity: 5
* ΔE to the lowest compared entry with this formula, charge and spin: 0.264 eV
* DFT total energy: -47176.4871 eV

Mulliken population analysis, charges in e, atoms 1 to 8: atom 1 (Rh): -0.070, atom 2 (O): -0.549, atom 3 (C): -0.158, atom 4 (N): -0.045, atom 5 (C): -0.412, atom 6 (C): 0.248, atom 7 (C): -0.853, atom 8 (C): -0.297



4.
The molecule C18H26N4O2, computed with the ωB97M-V functional and the def2-TZVPD basis.

Geometry as XYZ:
```
50
C18H26N4O2 | the Open Molecules 2025 dataset | the ωB97M-V functional and the def2-TZVPD basis
C -0.7373 6.3171 2.5569
C 0.0457 5.4956 3.5742
C -0.2780 4.0022 3.5184
C 0.1891 3.3360 2.2272
C -0.0620 1.8250 2.2581
N 0.3637 1.1948 1.0400
N -0.4901 1.0857 0.0184
C 0.1554 0.4801 -0.9576
C -0.4983 0.2315 -2.2695
C 1.4930 0.2088 -0.5633
C 2.5720 -0.3715 -1.3267
N 2.5878 -1.3349 -2.1606
N 1.4919 -2.1277 -2.3652
C 0.6618 -2.6336 -1.4012
O 0.7506 -2.3363 -0.2226
C -0.3349 -3.5764 -1.9322
C -0.6093 -3.9306 -3.2916
C -1.6318 -4.8240 -3.2596
C -2.3513 -5.5454 -4.3417
O -2.0090 -5.0478 -1.9770
C -1.2316 -4.2939 -1.1762
C -1.4490 -4.3521 0.2889
C 1.5827 0.7107 0.7320
C 2.7124 0.6746 1.6940
H -0.4621 6.0480 1.5408
H -1.8059 6.1547 2.6794
H -0.5342 7.3769 2.6927
H -0.1859 5.8625 4.5769
H 1.1163 5.6393 3.4104
H 0.2058 3.5072 4.3646
H -1.3557 3.8630 3.6266
H -0.3443 3.7513 1.3719
H 1.2555 3.5259 2.0838
H 0.4634 1.3664 3.0998
H -1.1330 1.6351 2.3603
H 0.2186 0.3380 -3.0814
H -0.9109 -0.7777 -2.3031
H -1.3133 0.9382 -2.4034
H 3.5476 0.0907 -1.2028
H 1.5578 -2.6274 -3.2410
H -0.1305 -3.5642 -4.1773
H -1.9398 -5.2648 -5.3064
H -2.2531 -6.6222 -4.2100
H -3.4124 -5.3006 -4.3203
H -2.4752 -4.0766 0.5281
H -1.2752 -5.3623 0.6583
H -0.7632 -3.6615 0.7700
H 3.6222 0.3746 1.1815
H 2.8698 1.6494 2.1543
H 2.5142 -0.0514 2.4834
```

## Properties
* E_LUMO: 0.8723 eV
* frontier orbital gap: 9.0 eV
* E_HOMO: -8.083 eV
* ΔE to the lowest compared entry with this formula, charge and spin: 3.184 eV
* DFT total energy: -29142.6938 eV

Mulliken population analysis, charges in e, atoms 1 to 8: atom 1 (C): -1.167, atom 2 (C): -0.461, atom 3 (C): -0.602, atom 4 (C): -0.075, atom 5 (C): -1.330, atom 6 (N): 1.130, atom 7 (N): -1.253, atom 8 (C): 1.064



> DFT total energy of number 2 (C18H26N2O5)?

-32307.2380 eV



> Among the records above, which one has the lowest DFT total energy?

C18H26N3OP2Rh



> Among the records above, which one has the highest ΔE to the lowest compared entry with this formula, charge and spin?

C18H26N4O2



> ΔE to the lowest compared entry with this formula, charge and spin of number 2 (C18H26N2O5)?

0.412 eV